[1]
{
  "formula": "C19H22ClN7",
  "method": "the ωB97M-V functional and the def2-TZVPD basis",
  "spin_multiplicity": 1,
  "energy_ha": -1580.70572,
  "largest_force_ev_per_a": 3.50,
  "total_charge": 0,
  "lumo_ev": 0.0,
  "symbols": ["Cl", "N", "N", "N", "N", "C", "C", "C", "C", "C", "C", "C", "C", "C", "C", "C", "C", "N", "N", "N", "C", "C", "C", "C", "C", "C", "C", "H", "H", "H", "H", "H", "H", "H", "H", "H", "H", "H", "H", "H", "H", "H", "H", "H", "H", "H", "H", "H", "H"],
  "positions_angstrom": [[-1.082050, -5.344332, 3.663493], [-2.110839, -3.293966, 2.298201], [0.203205, -3.427359, 2.425722], [1.601043, -2.036860, 1.387055], [-0.640016, -0.546478, 0.301408], [-0.977843, -3.865817, 2.706967], [0.626293, -0.177927, 0.105786], [1.739506, -0.885239, 0.691810], [7.176365, 1.068009, -1.397799], [6.544160, -0.052496, -1.897138], [6.932101, 1.444856, -0.065763], [5.618981, -0.779719, -1.171174], [5.965953, 0.740239, 0.684700], [5.353410, -0.402262, 0.160977], [-2.029969, -2.226030, 1.512370], [0.328574, -2.356673, 1.625318], [-0.802951, -1.665319, 1.103171], [0.811660, 1.023767, -0.649430], [3.052611, -0.372810, 0.687010], [-3.314652, -1.712312, 1.217177], [1.781516, 0.969797, -1.783129], [-0.307264, 2.000951, -0.640674], [4.307781, -1.119126, 0.970136], [-4.538299, -2.391148, 1.572537], [-3.495156, -0.471215, 0.495646], [-5.594317, -1.615582, 0.770652], [-4.978829, -0.192472, 0.627896], [7.947402, 1.538791, -1.981352], [6.791200, -0.378670, -2.916720], [7.444156, 2.260126, 0.392582], [5.222241, -1.672242, -1.625911], [5.736242, 1.109023, 1.692614], [3.144509, 0.503536, 0.201819], [2.583780, 1.699975, -1.593558], [2.169790, -0.027180, -1.890700], [1.293468, 1.189140, -2.714097], [-1.106883, 1.742616, -1.367301], [0.058463, 3.008711, -0.923323], [-0.763938, 2.084237, 0.312483], [4.526093, -1.065706, 2.014803], [4.188327, -2.142046, 0.635770], [-4.807257, -2.385340, 2.649467], [-4.569208, -3.471115, 1.280297], [-3.273651, -0.576396, -0.578820], [-2.932422, 0.331674, 0.935683], [-6.495540, -1.658266, 1.328941], [-5.798187, -2.006232, -0.217171], [-5.137605, 0.403814, 1.573646], [-5.377826, 0.359231, -0.233815]],
  "forces_ev_per_angstrom": [[-0.1, 0.7, -0.3], [0.1, -0.9, 0.4], [0.5, -1.2, 0.7], [0.2, 2.9, -1.6], [1.8, -0.9, 0.6], [-0.2, 0.8, -0.8], [-2.0, 1.3, -0.9], [2.6, -1.3, 1.6], [0.2, -0.1, 1.4], [-0.1, -0.3, -1.2], [-1.1, -0.9, -0.6], [0.6, 0.4, 1.0], [0.8, 0.3, -0.4], [0.1, 0.1, -0.4], [-3.5, 0.4, 0.4], [-1.0, -0.7, 0.1], [1.3, 0.4, -0.1], [0.3, -0.8, 0.8], [-2.1, -0.3, -0.6], [3.0, -0.5, 0.2], [-0.7, 0.8, 1.3], [0.8, -0.2, -2.0], [-1.1, 0.9, -1.1], [-0.9, -1.0, -0.5], [-0.8, -0.1, -0.8], [0.9, 0.8, 0.2], [-0.8, 0.1, 1.1], [0.0, 0.3, -0.1], [-0.2, 0.1, 0.4], [0.3, 0.5, 0.1], [-0.4, -0.2, 0.2], [0.1, -0.4, -0.3], [0.2, -0.1, 0.0], [-0.1, -0.3, -0.4], [0.3, -0.3, 0.2], [-0.3, 0.3, -0.5], [0.4, 0.0, 0.3], [0.1, -0.6, 0.1], [-0.2, -0.2, 1.0], [0.1, -0.2, 0.7], [0.0, -0.3, 0.2], [0.6, 0.3, -0.4], [0.5, 0.8, 0.2], [0.4, 0.1, 0.3], [0.5, 0.2, -0.1], [-1.1, 0.3, 0.3], [0.2, -0.4, -0.2], [-0.1, -0.5, -1.0], [0.1, -0.1, 0.4]]
}

***

[2]
{
  "formula": "C12H15NO2S",
  "method": "the ωB97M-V functional and the def2-TZVPD basis",
  "spin_multiplicity": 1,
  "energy_ha": -1069.58466,
  "largest_force_ev_per_a": 0.55,
  "total_charge": 0,
  "lumo_ev": 0.7,
  "symbols": ["O", "H", "C", "C", "C", "C", "N", "C", "C", "H", "O", "C", "C", "H", "H", "H", "H", "H", "H", "H", "H", "H", "C", "C", "C", "C", "S", "H", "H", "H", "H"],
  "positions_angstrom": [[-1.438112, 1.198740, 2.944337], [-1.984332, 0.403556, 2.950993], [-0.117748, 0.838196, 2.591656], [-0.056379, 0.209253, 1.273681], [-0.076223, -0.374847, 0.226363], [-0.079097, -1.033291, -1.065690], [-0.086647, -0.065195, -2.150917], [0.094618, -0.694581, -3.445067], [0.177691, 0.395994, -4.513621], [0.258372, -0.043975, -5.509214], [-0.980934, 1.194759, -4.525523], [-1.180246, 1.790189, -3.264002], [-1.297654, 0.736641, -2.164209], [-1.406332, 1.224316, -1.193674], [-2.191048, 0.112707, -2.353643], [-2.099325, 2.373099, -3.341530], [-0.338634, 2.459006, -3.030100], [1.060713, 1.022108, -4.315211], [1.024760, -1.267949, -3.438300], [-0.741827, -1.376214, -3.687873], [0.832019, -1.634887, -1.153668], [-0.950673, -1.716157, -1.111668], [0.519859, -0.084792, 3.594777], [1.665409, 0.099102, 4.302589], [1.970423, -0.989846, 5.151368], [1.051465, -1.983074, 5.075479], [-0.205603, -1.618212, 3.961974], [1.024745, -2.914468, 5.605045], [2.834564, -1.024037, 5.790177], [2.273537, 0.982473, 4.224655], [0.442637, 1.781385, 2.570818]],
  "forces_ev_per_angstrom": [[-0.2, 0.1, 0.1], [0.0, 0.0, 0.0], [0.3, 0.0, 0.1], [-0.2, -0.1, -0.4], [0.1, 0.2, 0.4], [0.0, -0.2, -0.3], [0.0, 0.0, 0.0], [0.0, 0.2, -0.3], [0.2, -0.3, 0.0], [0.1, 0.0, 0.1], [-0.1, 0.0, -0.1], [-0.2, 0.0, 0.4], [0.0, 0.3, -0.2], [-0.1, 0.0, -0.1], [0.0, 0.0, 0.0], [0.1, 0.0, 0.1], [-0.1, 0.0, 0.0], [0.0, -0.1, 0.0], [0.0, 0.0, 0.0], [0.1, 0.0, 0.0], [-0.1, 0.0, 0.0], [0.2, 0.0, -0.1], [-0.1, -0.1, 0.2], [-0.3, 0.1, -0.2], [0.0, -0.2, 0.1], [-0.3, 0.0, -0.1], [0.4, 0.3, 0.0], [0.0, -0.2, 0.1], [0.1, 0.0, 0.1], [0.1, 0.2, -0.1], [0.0, -0.2, 0.1]]
}

***

[3]
{
  "formula": "H12O6",
  "method": "the ωB97M-V functional and the def2-TZVPD basis",
  "spin_multiplicity": 2,
  "energy_ha": -458.60723,
  "largest_force_ev_per_a": 0.98,
  "total_charge": -1,
  "lumo_ev": [3.4, 3.3],
  "symbols": ["O", "H", "H", "O", "H", "H", "O", "H", "H", "O", "H", "H", "O", "H", "H", "O", "H", "H"],
  "positions_angstrom": [[-0.238137, 4.955733, -9.910701], [-0.707208, 5.770876, -9.732573], [-0.916434, 4.280504, -9.896597], [-1.660382, 0.147268, -6.280108], [-1.627937, 1.073464, -6.040664], [-1.174223, -0.297317, -5.585678], [-1.001209, 2.012878, -8.869359], [-0.251835, 1.662148, -9.350670], [-1.499472, 1.239701, -8.604464], [-3.777105, -0.309171, -8.218344], [-3.457192, -1.158925, -8.521342], [-3.118054, -0.014889, -7.589634], [-2.917557, 3.292462, -7.598252], [-2.236307, 2.986922, -8.197235], [-3.705880, 3.345813, -8.138553], [0.157520, -0.368703, -10.612307], [1.114411, -0.349715, -10.597131], [-0.077645, -1.085974, -10.023701]],
  "forces_ev_per_angstrom": [[0.3, 0.2, -0.2], [-0.1, 0.2, 0.1], [-0.1, -0.5, 0.2], [-0.4, 0.0, -0.5], [0.0, 0.6, 0.1], [0.3, -0.4, 0.3], [0.0, 0.7, -0.1], [0.4, -0.3, -0.3], [-0.1, -0.7, 0.1], [-0.7, 0.2, -0.5], [0.2, -0.2, -0.1], [0.4, -0.1, 0.6], [-0.6, 0.5, 0.6], [0.7, -0.1, -0.3], [-0.2, -0.1, 0.0], [-0.3, 0.7, -0.6], [0.6, -0.1, 0.1], [-0.2, -0.5, 0.6]]
}